1.
7 unconnected molecules or ions with the total composition C23H35F5O20P in a non-equilibrium geometry. Source: the Open Molecules 2025 dataset; level of theory: ωB97M-V with the def2-TZVPD basis set.

Positions of all 84 atoms, in Å:
C1 -0.61754 0.51351 1.53933
C2 -2.00111 -0.22099 1.61858
O1 -2.18376 -1.16117 0.66032
H1 0.19396 -0.22076 1.55720
H2 -0.45728 1.10495 2.45023
H3 -0.46918 1.15382 0.66682
H4 -2.79770 0.53524 1.74137
H5 -1.97471 -0.60159 2.66184
C3 0.88448 -1.94517 3.80261
C4 2.21865 -1.19068 3.93658
O2 3.06473 -1.61342 2.88980
C5 2.34365 -2.51345 2.15678
O3 2.68910 -3.01924 1.14132
O4 1.11140 -2.77611 2.66439
F1 2.60648 -1.53500 5.21657
H6 0.07401 -1.26315 3.52323
H7 0.47833 -2.49457 4.64783
H8 2.18654 -0.10100 3.90399
C6 -1.19366 -0.14522 -2.55270
C7 -2.67411 -0.23479 -2.40211
O5 -3.10216 -0.60226 -3.66190
C8 -2.06534 -1.13125 -4.37780
O6 -2.19640 -1.80167 -5.34249
O7 -0.84981 -0.84184 -3.77666
F2 -3.07323 1.04817 -2.07294
H9 -0.77382 -0.56454 -1.63611
H10 -0.86646 0.84437 -2.87155
H11 -2.91434 -0.88459 -1.55435
C9 -5.67177 -1.13412 -0.95428
C10 -5.29560 -2.34776 -0.12075
O8 -5.09260 -3.34442 -1.08279
C11 -5.36141 -2.91473 -2.31808
O9 -5.44929 -3.66200 -3.25130
O10 -5.70184 -1.63018 -2.29810
F3 -6.42323 -2.72998 0.59312
H12 -5.02919 -0.25654 -0.99357
H13 -6.68909 -0.79845 -0.75157
H14 -4.50174 -2.20244 0.61244
C12 -1.27774 -3.71142 -1.58481
C13 -0.07804 -4.18702 -0.76079
O11 0.97870 -3.59746 -1.45360
C14 0.61501 -3.44733 -2.78235
O12 1.39952 -3.04078 -3.58285
O13 -0.68715 -3.51369 -2.86145
F4 0.05012 -5.54911 -0.94980
H15 -1.66558 -2.73322 -1.28043
H16 -2.18153 -4.30326 -1.72655
H17 -0.14221 -3.96795 0.30250
C15 -2.93087 3.33803 0.18849
C16 -2.68418 3.34300 1.68677
O14 -3.65498 4.31306 2.10613
C17 -3.91085 5.16824 1.07700
O15 -4.34508 6.27452 1.11498
O16 -3.54306 4.60009 -0.08952
F5 -1.40361 3.68748 1.95233
H18 -3.59048 2.60089 -0.26607
H19 -1.99657 3.40513 -0.37096
H20 -2.92782 2.45238 2.25779
C18 2.57507 2.57508 3.19321
C19 2.38028 2.36212 1.69769
O17 3.51949 2.84619 1.00228
P1 3.41453 2.70515 -0.63798
O18 2.15549 3.19855 -1.20001
O19 4.75410 3.38747 -1.15723
C20 6.02763 3.03582 -0.56213
C21 6.79734 1.90033 -1.24298
O20 3.73473 1.18567 -0.95066
C22 2.85359 0.06230 -0.75716
C23 3.41501 -1.08987 -1.57693
H21 3.43871 2.10435 3.66155
H22 2.42544 3.58849 3.57581
H23 1.70293 2.15333 3.71204
H24 2.21659 1.28310 1.64597
H25 1.41189 2.81043 1.47105
H26 6.62155 3.92883 -0.73716
H27 5.88984 2.70821 0.46613
H28 7.51940 1.35183 -0.64135
H29 6.07184 1.19043 -1.64520
H30 7.35323 2.27805 -2.10392
H31 2.74363 -0.20219 0.29332
H32 1.89487 0.40147 -1.15580
H33 3.74463 -0.74247 -2.55352
H34 4.23915 -1.60761 -1.08348
H35 2.65046 -1.86363 -1.65566

Output
HOMO level = -5.2 eV
Relative energy (zero: lowest compared OMol25 entry of this formula, charge and spin) = 0.0 kcal per mole
Energy = -3243.0754 Eh
Max |F| = 2.6 eV Å⁻¹
Charge = -1

=====

2.
A molecular structure, C23H36IN7O3PRu in a non-equilibrium geometry. Source: the Open Molecules 2025 dataset; level of theory: ωB97M-V with the def2-TZVPD basis set.

Positions of all 72 atoms, in Å:
Ru1 11.09331 11.48406 9.84717
I1 13.87320 11.20108 8.54665
C1 13.99433 9.29634 9.29824
C2 15.03886 8.49325 8.91434
C3 15.12192 7.19735 9.42839
C4 14.16459 6.78919 10.30625
C5 13.10656 7.60934 10.71095
C6 12.18399 7.14192 11.65695
C7 11.12670 7.89985 12.07417
C8 10.95831 9.17357 11.49115
C9 11.85791 9.69332 10.56512
C10 12.97941 8.90192 10.18258
H1 15.79760 8.88156 8.23276
H2 15.92482 6.52473 9.13622
H3 14.19797 5.78257 10.69875
H4 12.33801 6.14958 12.05176
H5 10.43237 7.52649 12.80970
H6 10.06290 9.72765 11.73127
C11 8.06227 14.49794 11.16110
C12 8.82363 13.55836 10.27408
N1 8.72253 13.73467 8.96738
O1 9.55358 12.68704 10.79177
H7 8.73186 15.30878 11.46874
H8 7.78043 13.96891 12.07413
H9 7.16814 14.92022 10.69120
H10 8.05143 14.39821 8.61609
H11 9.02921 13.00655 8.32575
C13 13.08797 15.93555 8.26804
N2 12.86956 15.28100 9.54915
C14 13.35894 15.83294 10.68905
C15 13.19999 15.24516 11.90024
C16 12.56275 13.96358 11.93432
N3 12.14449 13.42042 10.79452
C17 12.26528 14.05795 9.61910
O2 11.80179 13.47862 8.62278
N4 12.37679 13.29582 13.07376
H12 13.41914 16.95648 8.44041
H13 12.16244 15.95276 7.67187
H14 13.84326 15.41442 7.70218
H15 13.83676 16.80407 10.59003
H16 13.58278 15.72073 12.79437
H17 12.72880 13.65033 13.95951
H18 11.98794 12.36679 13.04946
C18 7.68867 7.96596 9.38180
N5 7.40688 8.88577 8.27719
C19 6.26169 8.45181 7.44760
P1 8.35636 10.12919 7.81018
O3 9.22574 10.69306 8.98204
N6 9.39403 9.74336 6.60446
C20 10.54992 10.60938 6.28159
C21 9.21733 8.59550 5.69884
N7 7.32372 11.31430 7.32123
C22 6.29953 11.73507 8.28793
C23 6.94643 11.49878 5.92050
H19 6.82651 7.97282 10.05158
H20 8.56912 8.25583 9.92345
H21 7.79824 6.95866 8.96853
H22 5.33813 8.46126 8.02638
H23 6.45615 7.41933 7.11647
H24 6.13012 9.08334 6.56331
H25 10.74496 11.33264 7.07016
H26 10.41745 11.13655 5.32213
H27 11.39281 9.93084 6.19743
H28 8.31147 8.05063 5.93501
H29 10.07914 7.95182 5.81279
H30 9.17824 8.93608 4.66637
H31 6.61097 11.58707 9.30960
H32 5.36340 11.18416 8.10799
H33 6.06294 12.77936 8.09628
H34 7.65019 11.00138 5.24696
H35 6.92095 12.57270 5.69401
H36 5.95262 11.08347 5.75568

Output
HOMO level (alpha / beta) = -13.0 / -13.1 eV
Relative energy (zero: lowest compared OMol25 entry of this formula, charge and spin) = 0.0 kcal per mole
Spin multiplicity = 6
Energy = -2240.5347 Eh
Max |F| = 2.0 eV Å⁻¹
Charge = +2

=====

3.
A molecular structure, C23H36MnN3O2P in a non-equilibrium geometry. Source: the Open Molecules 2025 dataset; level of theory: ωB97M-V with the def2-TZVPD basis set.

Positions of all 66 atoms, in Å:
N1 0.01488 0.21286 3.94459
C1 -0.54162 0.54563 4.90234
C2 -1.16406 0.88004 6.17259
H1 -1.23280 -0.03370 6.78329
H2 -2.17573 1.29638 6.00392
H3 -0.53850 1.64426 6.66946
N2 -1.74935 3.63249 -3.48466
C3 -2.68611 4.17544 -3.06700
C4 -3.81230 5.02763 -2.71296
H4 -4.25451 4.77361 -1.74147
H5 -4.58466 4.94545 -3.49028
H6 -3.44688 6.06264 -2.67869
N3 0.04240 -2.84468 -2.32534
C5 -0.39939 -3.01932 -3.38777
C6 -0.72156 -3.42451 -4.74886
H7 0.03930 -2.99578 -5.42762
H8 -1.72691 -3.08753 -5.05095
H9 -0.66374 -4.52615 -4.78604
Mn1 -3.09013 0.32219 0.02390
C7 0.19028 0.31006 -1.92484
O1 -0.03907 0.67033 -2.98947
C8 -1.90949 1.71913 -0.11309
O2 -1.15336 2.62461 -0.10942
C9 -4.86120 0.07140 0.51861
C10 -4.25668 -1.23700 0.35377
C11 -3.13852 -1.43730 -0.54576
C12 -2.97036 -0.44951 -1.61997
C13 -3.93869 0.60072 -1.71534
C14 -4.67469 1.03949 -0.55019
H10 -5.33268 0.33315 1.46037
H11 -4.41768 -2.02019 1.10495
H12 -2.45299 -2.28264 -0.49749
H13 -2.15409 -0.59794 -2.32846
H14 -3.89932 1.21752 -2.61368
H15 -5.02360 2.05659 -0.47986
C15 3.40860 1.05690 -1.70040
C16 3.47423 -0.25716 -0.90158
C17 4.82025 -0.42192 -0.19397
P1 1.90825 -0.39698 0.08011
C18 1.58482 -2.19685 0.37504
C19 2.77101 -3.08628 0.77363
C20 0.34945 -2.33750 1.27986
C21 2.03075 0.50251 1.71432
C22 2.97169 -0.05461 2.78870
C23 2.25006 2.00686 1.50125
H16 3.50086 1.93586 -1.04918
H17 2.46679 1.14024 -2.25596
H18 4.23002 1.07394 -2.42721
H19 3.37837 -1.09784 -1.61370
H20 5.01856 0.37379 0.53633
H21 4.92660 -1.39942 0.29174
H22 5.60342 -0.36128 -0.96503
H23 1.25941 -2.53082 -0.63566
H24 3.34371 -2.71684 1.63552
H25 2.37844 -4.07862 1.03735
H26 3.46100 -3.23026 -0.06897
H27 -0.54284 -2.03926 0.70985
H28 0.22811 -3.39210 1.55818
H29 0.39537 -1.72633 2.19457
H30 1.00607 0.37745 2.11731
H31 4.00396 -0.16745 2.43620
H32 2.98017 0.65618 3.62832
H33 2.61776 -1.00703 3.20231
H34 2.17655 2.51614 2.47218
H35 3.24267 2.21876 1.08286
H36 1.47969 2.43450 0.84746

Output
HOMO level (alpha / beta) = -20.8 / -20.9 eV
Spin multiplicity = 4
Energy = -2703.1050 Eh
Max |F| = 12.0 eV Å⁻¹
Charge = +4